[1]
# CH2O2S3

The molecule CH2O2S3 (ωB97M-V/def2-TZVPD, the OMol25 dataset).

The calculation puts the electronic energy at -37667.7018 eV. Its SMILES is O=S1(=O)S[C@H]1S. For the HOMO-LUMO gap, the calculation gives 9.47 eV. The energy above the lowest of the compared OMol25 structures with the same formula, charge and spin is 34.71 kcal per mole. The lowest unoccupied orbital energy comes out at -0.4 eV.

Structure (ORCA input):
```
! wB97M-V def2-TZVPD RIJCOSX def2/J DEFGRID3
* xyz 0 1
C -0.4362 -0.4873 0.2950
O 1.4264 0.9179 -1.2613
O 2.2977 -0.2931 0.7061
S -0.2669 1.0403 1.2739
S -1.6239 -0.5263 -1.0871
S 1.1869 0.2654 0.0094
H -0.2908 -1.5410 0.8865
H -2.2932 0.6240 -0.8225
*
```

Here are the natural (NBO) charges for atoms 1 to 2, given in e: C -0.76; O -0.86

---

[2]
# C4H9NO

The molecule C4H9NO (ωB97M-V/def2-TZVPD, the OMol25 dataset).

The calculation puts the electronic energy at -7827.8333 eV. Its SMILES is OCCN1CC1. For the HOMO-LUMO gap, the calculation gives 10.37 eV. The energy above the lowest of the compared OMol25 structures with the same formula, charge and spin is 103.46 kcal per mole. The lowest unoccupied orbital energy comes out at 1.1 eV.

Structure (ORCA input):
```
! wB97M-V def2-TZVPD RIJCOSX def2/J DEFGRID3
* xyz 0 1
O -2.4058 -0.1606 -0.4184
C -1.5304 -0.4500 0.8659
C -0.3270 0.4912 0.7613
N 0.2867 0.2631 -0.5362
C 1.6618 0.6676 -0.7172
C 1.3033 -0.7677 -0.5803
H -1.6767 -0.0331 -1.0552
H -1.7905 -1.3457 0.2242
H -2.1217 -0.1642 1.7523
H -0.6897 1.5377 0.7649
H 0.3956 0.4138 1.6004
H 1.9049 1.0852 -1.6914
H 2.1620 1.1426 0.1270
H 1.5508 -1.2669 0.3571
H 1.2767 -1.4131 -1.4544
*
```

Here are the natural (NBO) charges for atoms 1 to 2, given in e: O -0.77; C -0.20

---

[3]
# C14H25N2

A 2-piece molecular cluster, C14H25N2 overall (ωB97M-V/def2-TZVPD, the OMol25 dataset).

The calculation puts the electronic energy at -17895.8887 eV. For the HOMO-LUMO gap, the calculation gives 6.30 eV. The energy above the lowest of the compared OMol25 structures with the same formula, charge and spin is 27.97 kcal per mole. The lowest unoccupied orbital energy comes out at -4.5 eV.

Structure (ORCA input):
```
! wB97M-V def2-TZVPD RIJCOSX def2/J DEFGRID3
* xyz 1 1
C -0.7277 -2.2299 -3.1537
C -0.4458 -1.5007 -1.8501
N 0.1346 -0.1806 -1.8917
C 1.5814 -0.0146 -1.9266
C 2.2596 -0.2892 -3.2614
C -0.6582 0.9611 -2.2796
C -1.9109 0.6949 -3.0957
H -1.1908 -3.1866 -2.8865
H -1.4140 -1.6722 -3.7973
H 0.2062 -2.4349 -3.6893
H -1.3794 -1.3943 -1.2710
H 0.2506 -2.1269 -1.2755
H 1.7674 1.0287 -1.6250
H 2.0151 -0.6702 -1.1577
H 3.3406 -0.2008 -3.1093
H 2.0343 -1.2991 -3.6234
H 1.9501 0.4433 -4.0171
H -0.9447 1.4691 -1.3401
H 0.0187 1.6496 -2.8123
H -2.3987 1.6592 -3.2701
H -1.6849 0.2684 -4.0801
H -2.6196 0.0458 -2.5677
C -0.4701 -1.8990 3.0442
N -0.0434 -0.7335 2.2549
C 0.0519 0.5430 2.9016
C -0.9767 1.4748 2.7409
C -0.9382 2.6718 3.4602
C 0.1483 2.9533 4.2954
C 1.1566 2.0010 4.4782
C 1.0975 0.7823 3.7995
C 0.2232 -0.9315 0.9825
H -0.7780 -1.5518 4.0355
H -1.3123 -2.3928 2.5364
H 0.3548 -2.6181 3.1395
H -1.8057 1.2325 2.0708
H -1.7528 3.3850 3.3483
H 0.2069 3.9151 4.8043
H 1.9986 2.2047 5.1380
H 1.8675 0.0197 3.9390
H 0.5692 -0.1041 0.3572
H 0.2186 -1.9724 0.6549
*
```

Here are the natural (NBO) charges for atoms 1 to 2, given in e: C -0.63; C -0.20

---

[4]
# C5H12N2

C5H12N2 as an isolated structure (ωB97M-V/def2-TZVPD, the OMol25 dataset).

The calculation puts the electronic energy at -8350.8947 eV. For the HOMO-LUMO gap, the calculation gives 7.22 eV. The energy above the lowest of the compared OMol25 structures with the same formula, charge and spin is 213.11 kcal per mole. The lowest unoccupied orbital energy comes out at -0.2 eV.

Structure (ORCA input):
```
! wB97M-V def2-TZVPD RIJCOSX def2/J DEFGRID3
* xyz 0 1
C -2.6126 0.6907 1.0891
C -2.8327 -0.1617 -0.0337
C 0.6721 -0.0165 0.0819
C 3.3928 -0.0744 0.3170
C 1.9383 -0.0441 -0.9368
N 3.0068 -1.1057 -0.5530
N -2.3671 -0.1875 -1.3176
H -2.3374 1.6892 0.8007
H -1.8532 -0.2499 0.7424
H -2.8246 0.4808 2.0835
H -3.6973 -0.8283 0.2436
H -0.3007 0.0960 -0.4710
H 0.8234 0.7647 0.8371
H 4.3913 0.3891 0.1902
H 3.1903 -0.0812 1.3307
H 2.2179 0.9533 -1.2614
H 1.4986 -0.4696 -1.8294
H -2.9665 -0.8343 -1.8778
H 0.6604 -1.0105 0.5645
*
```

Here are the natural (NBO) charges for atoms 1 to 2, given in e: C -0.54; C -0.04

---

[5]
# C4H7ClO

The molecule C4H7ClO (ωB97M-V/def2-TZVPD, the OMol25 dataset).

The calculation puts the electronic energy at -18829.8965 eV. Its SMILES is C[C@@H]1[C@H](O)[C@H]1Cl. For the HOMO-LUMO gap, the calculation gives 10.56 eV. The energy above the lowest of the compared OMol25 structures with the same formula, charge and spin is 37.64 kcal per mole. The lowest unoccupied orbital energy comes out at 0.7 eV.

Structure (ORCA input):
```
! wB97M-V def2-TZVPD RIJCOSX def2/J DEFGRID3
* xyz 0 1
C -1.0097 -1.2448 -0.1404
C 0.0373 -0.4165 0.5968
C 0.2144 1.0305 0.3690
C 1.1148 0.0839 -0.3043
H -2.0063 -0.8800 0.0777
H -0.8954 -1.1444 -1.2116
H -0.9859 -2.3435 0.0718
H 0.3056 -0.7969 1.5209
H 0.8807 1.6245 1.0402
H -0.6944 2.5295 -0.5353
H 1.0495 -0.2614 -1.3194
O -0.9298 1.6712 -0.1496
Cl 2.9192 0.1477 -0.0158
*
```

Here are the natural (NBO) charges for atoms 1 to 2, given in e: C -0.60; C -0.26

---

[6]
# C5H13N5

The molecule C5H13N5 (ωB97M-V/def2-TZVPD, the OMol25 dataset).

The calculation puts the electronic energy at -12844.9914 eV. Its SMILES is [H]/N=C(N)/C(N)=C(\C)N(C)N. For the HOMO-LUMO gap, the calculation gives 8.51 eV. The energy above the lowest of the compared OMol25 structures with the same formula, charge and spin is 0.54 kcal per mole. The lowest unoccupied orbital energy comes out at 0.9 eV.

Structure (ORCA input):
```
! wB97M-V def2-TZVPD RIJCOSX def2/J DEFGRID3
* xyz 0 1
C 0.2076 -2.3276 -1.4266
C -1.3947 -0.8195 0.5616
N 0.7961 -1.1906 -0.7523
C 0.2729 1.0019 -0.0858
C -0.5449 2.1647 0.5294
C -0.1643 -0.2572 -0.0734
N 1.8555 -1.5407 0.1185
N 1.4447 1.4502 -0.6621
N -1.1129 1.9680 1.7623
N -0.5758 3.2434 -0.1372
H 2.6890 -1.7420 -0.4263
H 1.6376 -2.3583 0.6946
H 1.3629 2.4149 -0.9618
H 1.8154 0.8110 -1.3507
H -1.4531 2.7773 2.2607
H -0.8005 1.1954 2.3242
H -1.0744 4.0114 0.3094
H -0.5712 -1.9793 -2.1017
H -0.2275 -3.0694 -0.7385
H 0.9859 -2.8257 -2.0123
H -2.1078 -0.0343 0.7912
H -1.8813 -1.5328 -0.1047
H -1.1591 -1.3607 1.4813
*
```

Here are the natural (NBO) charges for atoms 1 to 2, given in e: C -0.42; C -0.66